[1]
ORCA calculation (wB97M-V/def2-TZVPD) on C5H8O2 in the gas phase.

calculated total energy	-9408.945	eV
energy relative to the best compared isomer or geometry (same formula, charge and spin)	20.5	kcal per mole
total charge	0
multiplicity	1
LUMO energy	-0.4	eV
orbital gap	9.386	eV
highest occupied orbital energy	-9.813	eV

```
15
Properties=species:S:1:pos:R:3:forces:R:3
O 0.6356 -1.5580 0.5185 -0.4 0.1 0.1
O -2.4598 -1.2629 1.9664 0.5 -0.2 -0.3
C 1.4043 0.7062 -1.3768 0.0 0.0 0.0
C -0.4342 -1.0007 0.6399 0.4 -0.1 -0.1
C 0.5510 1.1527 -0.1794 0.0 0.1 0.0
C -0.7435 0.3463 0.0393 0.1 0.0 0.0
C -1.4469 -1.7415 1.5235 -0.4 0.1 0.2
H -1.4872 0.8562 0.6682 0.3 -0.1 -0.1
H -1.2527 0.1807 -0.9234 0.1 -0.1 0.1
H 0.2896 2.2098 -0.2952 0.0 -0.1 0.0
H -1.0927 -2.7668 1.7591 -0.1 0.1 0.0
H 1.9552 -0.2152 -1.1645 -0.2 0.2 0.0
H 0.7865 0.5270 -2.2655 0.0 0.1 0.1
H 1.1617 1.0836 0.7296 -0.1 0.1 -0.1
H 2.1332 1.4828 -1.6400 -0.1 -0.1 0.1
```
Positions in Å, forces in eV/Å.



[2]
ORCA calculation (wB97M-V/def2-TZVPD) on C5H8O2 in the gas phase at a distorted geometry.

calculated total energy	-9408.784	eV
energy relative to the best compared isomer or geometry (same formula, charge and spin)	24.2	kcal per mole
total charge	0
multiplicity	1
LUMO energy	1.0	eV
orbital gap	11.216	eV
highest occupied orbital energy	-10.237	eV

```
15
Properties=species:S:1:pos:R:3:forces:R:3
O -0.7728 -0.4859 1.0967 0.6 -0.4 -0.4
O -1.5277 1.6257 0.9618 -0.1 0.3 -0.1
C 1.1594 0.7242 0.0777 1.0 -0.8 -0.4
C -0.6726 -0.3806 -1.3599 -0.1 0.0 0.0
C -1.4967 0.5558 1.4958 0.0 0.2 0.0
C 1.4540 -0.8309 0.0344 0.1 1.0 -0.1
C 0.0875 -0.2658 -0.0639 -1.0 -0.2 0.5
H -1.1571 -1.3587 -1.4212 0.0 0.1 0.0
H 1.3764 1.3641 -0.7674 0.0 -0.1 -0.1
H -2.0603 0.3111 2.4043 0.0 -0.2 0.0
H 1.8008 -1.2147 0.9786 -0.2 -0.1 0.2
H 1.3694 1.1870 1.0299 -0.2 -0.1 0.1
H 0.0008 -0.2803 -2.2167 0.0 0.0 0.2
H 1.8713 -1.3527 -0.8271 -0.1 0.4 0.1
H -1.4325 0.4017 -1.4230 0.1 -0.1 0.0
```
Positions in Å, forces in eV/Å.



[3]
ORCA calculation (wB97M-V/def2-TZVPD) on C5H8O2 in the gas phase at a distorted geometry.

calculated total energy	-9407.200	eV
energy relative to the best compared isomer or geometry (same formula, charge and spin)	60.7	kcal per mole
total charge	0
multiplicity	1
LUMO energy	1.0	eV
orbital gap	8.561	eV
highest occupied orbital energy	-7.601	eV

```
15
Properties=species:S:1:pos:R:3:forces:R:3
O -1.0808 0.8643 1.1023 1.6 1.0 1.2
O -1.4014 0.2206 -0.9962 3.3 -1.4 -2.5
C 0.6950 -0.8933 -1.4927 3.4 -2.5 -4.6
C 1.3346 0.2185 1.4796 0.6 -1.4 0.1
C -2.0231 0.7166 0.0640 -1.8 1.0 1.9
C 0.1579 0.4295 0.6423 -1.5 -1.3 -2.7
C -0.0060 -0.1404 -0.5824 -4.3 3.7 3.1
H 0.9318 -0.3439 -2.4628 -0.1 0.0 1.1
H -2.5336 1.7325 -0.0926 0.6 -1.3 -0.1
H 1.9268 -0.5108 0.8236 -0.1 1.3 1.3
H 1.7568 -1.1482 -1.0861 -2.0 -0.1 -0.7
H 0.9486 -0.3861 2.3000 0.3 0.0 0.5
H -2.7283 -0.0543 0.3958 -0.6 0.4 0.3
H 0.1060 -1.7609 -2.0173 1.1 1.0 1.8
H 1.9157 1.0558 1.9226 -0.5 -0.4 -0.8
```
Positions in Å, forces in eV/Å.



[4]
ORCA calculation (wB97M-V/def2-TZVPD) on a molecular structure, C5H8O2.

calculated total energy	-9405.993	eV
energy relative to the best compared isomer or geometry (same formula, charge and spin)	88.5	kcal per mole
total charge	0
multiplicity	1
LUMO energy	0.2	eV
orbital gap	10.193	eV
highest occupied orbital energy	-9.989	eV

```
15
Properties=species:S:1:pos:R:3:forces:R:3
O -2.4592 1.3990 0.4893 0.4 0.4 -0.2
O 1.7202 1.5206 0.1045 -0.1 -0.6 0.1
C 0.2224 -0.3488 0.8373 0.0 -0.2 0.1
C 1.3824 0.3725 0.2352 0.2 0.4 0.0
C 0.5605 -1.4727 0.1875 0.0 -0.1 0.2
C 1.8949 -0.9743 -0.3402 0.2 -0.1 -0.1
C -1.3981 1.7615 0.0435 -0.3 0.1 0.2
H 0.0616 -2.4310 0.0900 0.1 0.1 0.0
H -2.0391 -0.8444 -0.9940 -0.1 -0.1 -0.1
H 2.7346 -1.3685 0.2391 0.0 0.0 -0.2
H -2.4660 -0.3439 -0.6432 0.0 -0.3 -0.2
H 2.1216 -1.0253 -1.4093 -0.1 0.0 0.1
H -1.0390 1.4500 -0.9593 -0.2 0.1 0.1
H -0.7017 2.3881 0.6249 -0.1 0.1 -0.1
H -0.5951 -0.0829 1.4947 0.1 -0.1 -0.1
```
Positions in Å, forces in eV/Å.